(1)
42
Properties=species:S:1:pos:R:3 method="wB97M-V/def2-TZVPD" charge=+2 total_energy_ev=-133610.4192 spin_multiplicity=8
C -1.8648 -3.1383 -1.5749
C -0.7985 -2.5221 -0.6581
C -0.4295 -1.0654 -0.8420
C -0.4429 -0.1322 0.2177
C -0.9007 -0.4738 1.6100
C -2.2860 0.0756 2.0031
C -3.4347 -0.2600 1.0828
Cl -3.8126 -2.0032 1.1143
C 0.0335 1.2259 0.0212
C 0.2124 2.2168 1.1165
C 1.5464 2.0060 1.8789
C 2.7890 1.9402 0.9930
C 3.0997 0.5235 0.5270
O 3.7848 0.4817 -0.7287
C 0.4461 1.6155 -1.2708
N 0.9043 2.8150 -1.6409
S 1.2981 2.7441 -3.1976
N 0.9296 1.1794 -3.4911
C 0.4629 0.6940 -2.3546
C 0.0169 -0.5953 -2.0701
Br 0.2520 -1.7878 -3.5950
H -1.4175 -3.6634 -2.4328
H -2.4318 -3.8852 -1.0383
H -2.5278 -2.3976 -2.0027
H 0.1284 -3.1092 -0.6965
H -1.1623 -2.6497 0.3427
H -0.8776 -1.5315 1.8191
H -0.1806 -0.0273 2.2866
H -2.2770 1.1527 2.1288
H -2.5289 -0.3404 2.9756
H -4.3304 0.2306 1.4379
H -3.2745 0.0563 0.0579
H 0.2344 3.2086 0.6832
H -0.6001 2.1927 1.8309
H 1.6590 2.8380 2.5639
H 1.5108 1.1073 2.4895
H 2.7090 2.6061 0.1402
H 3.6267 2.3027 1.5793
H 2.1800 -0.0613 0.4414
H 3.7683 0.0363 1.2246
H 3.1903 0.8311 -1.3986
Eu 0.7957 -4.4364 -3.5735

***

(2)
47
Properties=species:S:1:pos:R:3 method="wB97M-V/def2-TZVPD" charge=+1 total_energy_ev=-82406.3141 spin_multiplicity=4
V -0.7394 -0.6967 -0.3047
C 2.3245 -2.3542 -2.8741
C 1.1974 -1.6385 -2.2271
N 0.7962 -1.8196 -1.0249
O 1.3057 -2.7088 -0.1540
B 0.1861 -3.1446 0.8036
F -1.0088 -2.9996 0.0166
F 0.4812 -4.3684 1.2507
O -0.0657 -2.2444 2.0221
N -0.9048 -1.2596 1.6521
C -1.7210 -0.6429 2.4217
C -1.8724 -0.8778 3.8788
C -2.5811 0.3620 1.6643
N -2.3103 0.3897 0.4132
O -2.9726 1.1178 -0.5016
B -2.8173 0.4256 -1.8609
F -3.8655 0.7563 -2.6186
F -2.6727 -0.9706 -1.5176
O -1.5367 0.7317 -2.6529
N -0.5764 -0.1181 -2.2442
C 0.3566 -0.6042 -2.9733
C 0.6148 -0.2511 -4.3911
C -3.6471 1.1760 2.3035
H 2.6795 -3.1475 -2.2209
H 3.1437 -1.6624 -3.0802
H 2.0082 -2.7820 -3.8253
H -1.2801 -1.7396 4.1764
H -2.9192 -1.0541 4.1280
H -1.5409 -0.0025 4.4411
H -0.2239 0.3166 -4.7873
H 0.7658 -1.1467 -4.9921
H 1.5218 0.3529 -4.4637
H -3.6368 1.0804 3.3847
H -4.6211 0.8576 1.9250
H -3.5259 2.2237 2.0272
F 4.4258 4.0398 1.7506
C 3.4738 3.2268 1.3956
C 3.6310 2.4607 0.2209
F 4.7374 2.5990 -0.4781
C 2.6378 1.6068 -0.1547
F 2.7326 0.8756 -1.2479
C 1.4332 1.4778 0.6244
O 0.5101 0.7035 0.2965
C 1.3185 2.2855 1.8130
F 0.2146 2.1533 2.5192
C 2.3141 3.1371 2.1913
F 2.2293 3.8778 3.2747

***

(3)
72
Properties=species:S:1:pos:R:3 method="wB97M-V/def2-TZVPD" charge=+1 total_energy_ev=-88564.6606 de_lowest_kcal_mol=0.00
Mo 0.0198 0.0048 0.2460
I -0.8895 4.2874 2.8827
C 0.9253 3.4424 2.3513
C 2.1570 4.0739 2.6696
C 3.3513 3.5171 2.3211
I 5.1073 4.5266 2.8151
C 3.4015 2.2768 1.6219
C 4.5571 1.5777 1.2203
C 4.4244 0.3987 0.5382
C 3.1529 -0.0970 0.2325
N 2.0484 0.5249 0.5795
C 2.1739 1.6901 1.2954
C 0.9398 2.2691 1.6742
O -0.1174 1.5611 1.2392
H 2.1391 5.0179 3.1953
H 5.5381 1.9683 1.4593
H 5.2975 -0.1560 0.2233
H 3.0255 -1.0209 -0.3155
Cl -4.2511 -5.0333 -2.7741
C -3.4741 -3.6950 -2.0026
C -4.2719 -2.7463 -1.3261
C -3.6929 -1.6797 -0.7068
Cl -4.6455 -0.5100 0.1229
C -2.2950 -1.5202 -0.7245
O -1.7278 -0.5021 -0.1312
C -1.4955 -2.4761 -1.4025
C -0.1006 -2.3569 -1.4517
O 0.5409 -1.4226 -0.8415
C -2.1247 -3.5710 -2.0494
H -5.3462 -2.8670 -1.2957
H 0.4885 -3.0724 -2.0134
H -1.5277 -4.3069 -2.5735
C 0.8864 -2.1552 4.8400
C 1.0641 -2.7750 3.4634
C 2.2672 -3.6959 3.4539
O 1.3209 -1.6749 2.5385
B 0.1475 -1.4068 1.8720
O -0.8362 -2.3268 2.1220
C -0.2490 -3.4136 2.8931
C 0.0132 -4.5405 1.9041
C -1.2422 -3.8618 3.9432
H 1.7697 -1.5576 5.0683
H 0.7778 -2.9222 5.6084
H 0.0153 -1.4981 4.8691
H 3.1262 -3.1725 3.8755
H 2.5212 -4.0133 2.4436
H 2.0732 -4.5812 4.0637
H 0.7001 -4.2170 1.1182
H -0.9324 -4.8181 1.4359
H 0.4287 -5.4197 2.3976
H -1.5651 -3.0364 4.5749
H -0.7966 -4.6352 4.5738
H -2.1219 -4.2833 3.4551
O 0.2360 1.2429 -1.9930
C 0.8416 2.0845 -2.6417
C 2.1259 2.7199 -2.2003
C 1.6553 3.9456 -1.3736
C 0.6338 4.8847 -2.0444
C -0.7971 4.3192 -2.1851
C -0.9972 3.4049 -3.4129
N 0.2610 2.6981 -3.7180
H 2.7092 3.0486 -3.0629
H 2.7358 2.0569 -1.5871
H 2.5388 4.5195 -1.0912
H 1.2047 3.5763 -0.4463
H 1.0077 5.2213 -3.0179
H 0.5780 5.7758 -1.4185
H -1.5034 5.1478 -2.2508
H -1.0458 3.7654 -1.2748
H -1.2547 3.9870 -4.2953
H -1.7891 2.6803 -3.2421
H 0.9029 3.2838 -4.2298

***

(4)
12
Properties=species:S:1:pos:R:3 method="wB97M-V/def2-TZVPD" smiles=CO.CS total_energy_ev=-15084.8890 de_lowest_kcal_mol=36.65
C -1.2617 -0.9141 1.2631
S -0.7422 0.5456 2.3333
H -0.4134 -1.4760 0.8263
H -1.7369 -1.6113 2.0249
H -1.8886 -0.3866 0.6001
H -1.5669 1.3238 1.6481
C 1.3936 0.4404 -1.7797
O 0.4469 0.1578 -0.6736
H 1.1523 -0.2660 -2.6537
H 1.0858 1.5123 -2.2188
H 2.4975 0.2750 -1.4733
H 1.0335 0.3992 0.1033

***

(5)
19
Properties=species:S:1:pos:R:3 method="wB97M-V/def2-TZVPD" total_energy_ev=-9368.5382 de_lowest_kcal_mol=61.24
C -0.5512 2.0055 -0.3885
C -0.7154 0.5622 0.1847
C 0.7155 0.0846 0.7296
N 2.9771 -1.1657 1.5118
C 2.0358 -1.9138 0.9609
N 0.9651 -1.3293 0.4966
H 0.4870 2.2157 -0.5039
H -0.9964 1.9191 -1.4904
H -1.1047 2.8241 0.1722
H -1.5096 0.3349 0.8252
H -0.7591 -0.3176 -0.6125
H 0.7428 0.1411 1.8796
H 1.4729 0.7587 0.3260
H 3.7928 -1.7183 1.8328
H 2.7854 -0.1430 1.6486
H 2.2538 -2.9993 0.9566
H -3.9416 -1.0350 -3.2261
H -4.6409 -0.1232 -2.3115
O -4.0090 -0.1007 -2.9920

***

(6)
55
Properties=species:S:1:pos:R:3 method="wB97M-V/def2-TZVPD" charge=-2 total_energy_ev=-63690.4470 de_lowest_kcal_mol=0.00 spin_multiplicity=2
Ru -0.5518 0.8165 0.0248
O -2.9085 -1.8958 -0.5887
C -2.0600 -2.8429 0.0253
C -1.7903 -2.5347 1.4836
N -0.9470 -1.3605 1.7189
C -1.4523 -0.5882 2.8411
C -2.7818 0.0905 2.4857
O -3.5415 0.4500 3.3855
O -2.9555 0.2879 1.2284
C 0.4487 -1.7531 1.8724
C 1.4528 -0.5932 1.9454
O 2.5000 -0.8026 2.5653
O 1.1371 0.4932 1.3601
H -2.8101 -1.0514 -0.1151
H -1.1238 -2.9483 -0.5304
H -2.5747 -3.8129 -0.0043
H -1.3295 -3.4218 1.9497
H -2.7528 -2.3835 1.9822
H -0.7427 0.2157 3.0563
H -1.5787 -1.1851 3.7579
H 0.7255 -2.3460 0.9974
H 0.5994 -2.3731 2.7700
S -0.6956 2.9175 0.9522
C -2.2425 3.5624 1.0739
N -3.3622 2.7945 0.9624
C -4.6109 3.2774 1.0716
C -4.8547 4.6032 1.2707
C -3.7310 5.4550 1.4033
C -2.4690 4.9542 1.3167
H -3.2334 1.7263 0.9580
H -5.3939 2.5344 1.0037
H -5.8671 4.9712 1.3471
H -3.8782 6.5145 1.5807
H -1.6014 5.5908 1.4198
C 6.8647 -1.1083 -2.3924
C 5.3614 -1.2220 -2.3881
C 4.5833 -0.4174 -1.5655
C 3.1986 -0.5340 -1.5476
C 2.5784 -1.4660 -2.3635
C 3.3428 -2.2875 -3.1825
C 4.7219 -2.1607 -3.1960
S 0.7921 -1.6014 -2.3820
O 0.3776 -0.8919 -3.5766
O 0.5237 -3.0292 -2.3946
O 0.4180 -0.9510 -1.1225
H 7.1939 -0.2695 -1.7786
H 7.2478 -0.9581 -3.4047
H 7.3306 -2.0145 -1.9972
H 5.0662 0.3031 -0.9143
H 2.5925 0.0688 -0.8828
H 2.8405 -3.0271 -3.7931
H 5.3174 -2.8061 -3.8354
C -1.0606 1.5234 -1.5860
H -0.8388 0.9611 -2.4979
H -1.4744 2.5262 -1.7704

***

(7)
6
Properties=species:S:1:pos:R:3 method="wB97M-V/def2-TZVPD" smiles="O=CNI" total_energy_ev=-12706.6617 de_lowest_kcal_mol=32.87
C 0.7530 0.0673 0.2664
N -0.4650 -0.0388 -0.4051
O 1.2806 0.9252 0.8880
I -2.1843 0.8769 0.1114
H 1.2193 -0.7920 -0.1983
H -0.6036 -1.0386 -0.6624